{
  "formula": "C100H128F6N17O14S",
  "method": "ωB97M-V with the def2-TZVPD basis set",
  "spin_multiplicity": 1,
  "e_lumo_ev": -13.89,
  "charge": 9,
  "fmax_ha_per_bohr": 0.0829,
  "homo_lumo_gap_ev": 4.34,
  "species": ["S", "O", "O", "O", "O", "C", "C", "C", "N", "C", "C", "C", "C", "C", "H", "H", "H", "H", "H", "H", "H", "H", "H", "H", "H", "H", "H", "H", "H", "H", "H", "H", "C", "N", "C", "C", "C", "C", "C", "C", "C", "C", "N", "C", "C", "C", "H", "H", "H", "H", "H", "H", "H", "H", "H", "H", "H", "H", "H", "H", "C", "N", "C", "C", "C", "C", "C", "C", "C", "C", "N", "C", "C", "C", "H", "H", "H", "H", "H", "H", "H", "H", "H", "H", "H", "H", "H", "H", "C", "N", "C", "C", "C", "C", "C", "C", "C", "C", "N", "C", "C", "C", "H", "H", "H", "H", "H", "H", "H", "H", "H", "H", "H", "H", "H", "H", "C", "N", "C", "C", "C", "C", "C", "C", "C", "C", "N", "C", "C", "C", "H", "H", "H", "H", "H", "H", "H", "H", "H", "H", "H", "H", "H", "H", "C", "N", "C", "C", "C", "C", "C", "C", "C", "C", "N", "C", "C", "C", "H", "H", "H", "H", "H", "H", "H", "H", "H", "H", "H", "H", "H", "H", "C", "N", "C", "C", "C", "C", "C", "C", "C", "C", "N", "C", "C", "C", "H", "H", "H", "H", "H", "H", "H", "H", "H", "H", "H", "H", "H", "H", "C", "N", "C", "C", "C", "C", "C", "C", "C", "C", "N", "C", "C", "C", "H", "H", "H", "H", "H", "H", "H", "H", "H", "H", "H", "H", "H", "H", "N", "O", "O", "O", "N", "O", "O", "O", "C", "O", "O", "C", "F", "F", "F", "C", "C", "H", "H", "H", "H", "H", "H", "C", "O", "O", "C", "F", "F", "F", "C", "C", "H", "H", "H", "H", "H", "H"],
  "coordinates": [[17.761, 19.341, 26.318], [16.355, 19.705, 26.491], [17.972, 19.203, 24.873], [18.710, 20.405, 26.721], [18.055, 18.064, 27.029], [22.877, 20.425, 30.900], [21.501, 20.467, 31.546], [20.393, 20.023, 30.598], [18.948, 19.985, 31.195], [18.672, 21.517, 31.308], [18.854, 19.235, 32.502], [17.537, 18.489, 32.514], [16.806, 19.086, 31.210], [18.020, 19.308, 30.275], [23.216, 19.411, 30.850], [23.649, 20.972, 31.511], [22.812, 20.822, 29.876], [21.288, 21.478, 31.988], [21.509, 19.840, 32.420], [20.584, 19.018, 30.257], [20.378, 20.756, 29.781], [18.991, 22.030, 30.417], [19.200, 21.855, 32.166], [17.607, 21.693, 31.361], [18.862, 20.028, 33.269], [19.714, 18.640, 32.668], [17.094, 18.669, 33.527], [17.575, 17.403, 32.359], [16.233, 20.018, 31.350], [16.123, 18.408, 30.747], [17.813, 19.957, 29.483], [18.503, 18.454, 29.902], [13.071, 9.250, 37.126], [13.741, 9.302, 35.735], [14.022, 10.499, 35.265], [14.559, 10.614, 33.991], [14.700, 9.502, 33.175], [14.387, 8.267, 33.756], [14.003, 8.224, 35.098], [14.994, 9.733, 31.735], [14.329, 8.996, 30.714], [14.573, 9.281, 29.380], [15.581, 10.143, 29.045], [16.275, 10.772, 30.000], [15.939, 10.664, 31.315], [15.913, 10.539, 27.639], [12.864, 8.198, 37.359], [12.166, 9.879, 37.040], [13.681, 9.708, 37.897], [13.900, 11.262, 36.020], [14.792, 11.591, 33.648], [14.514, 7.384, 33.147], [13.663, 7.290, 35.554], [13.521, 8.347, 30.995], [14.066, 8.718, 28.575], [17.099, 11.410, 29.588], [16.689, 10.985, 31.987], [15.148, 11.187, 27.269], [15.931, 9.690, 26.996], [16.861, 11.120, 27.620], [6.505, 18.672, 31.546], [7.806, 18.318, 30.987], [7.887, 17.322, 30.096], [9.029, 17.028, 29.389], [10.174, 17.815, 29.518], [10.124, 18.780, 30.559], [8.948, 19.003, 31.238], [11.375, 17.587, 28.716], [12.256, 18.633, 28.541], [13.448, 18.328, 27.927], [13.744, 17.131, 27.473], [12.811, 16.142, 27.423], [11.639, 16.347, 28.147], [15.161, 16.945, 26.892], [5.658, 18.303, 30.985], [6.494, 19.736, 31.660], [6.428, 18.300, 32.584], [6.974, 16.804, 30.000], [9.020, 16.238, 28.600], [11.022, 19.415, 30.815], [8.884, 19.753, 32.016], [12.074, 19.640, 28.908], [14.207, 19.107, 27.810], [13.048, 15.210, 26.970], [10.887, 15.518, 28.252], [15.825, 17.227, 27.714], [15.273, 17.722, 26.173], [15.386, 15.942, 26.450], [24.012, 11.046, 29.563], [23.176, 11.800, 28.593], [22.584, 11.152, 27.506], [21.716, 11.799, 26.704], [21.301, 13.110, 26.980], [21.877, 13.717, 28.102], [22.851, 13.070, 28.896], [20.461, 13.820, 25.996], [19.342, 14.643, 26.339], [18.704, 15.465, 25.412], [18.974, 15.289, 24.072], [19.991, 14.453, 23.710], [20.699, 13.799, 24.658], [18.172, 16.127, 23.124], [24.748, 11.727, 29.959], [24.416, 10.173, 29.037], [23.340, 10.665, 30.367], [22.872, 10.116, 27.299], [21.373, 11.255, 25.844], [21.498, 14.747, 28.321], [23.299, 13.501, 29.807], [19.115, 14.793, 27.386], [17.978, 16.213, 25.645], [20.218, 14.219, 22.686], [21.446, 13.252, 24.122], [18.275, 15.651, 22.180], [18.616, 17.109, 23.129], [17.177, 16.131, 23.497], [21.433, 18.589, 24.433], [22.175, 18.404, 23.126], [21.428, 18.191, 22.031], [22.030, 17.904, 20.834], [23.422, 17.795, 20.684], [24.199, 18.078, 21.869], [23.534, 18.360, 23.057], [24.023, 17.424, 19.434], [23.480, 17.930, 18.242], [24.165, 17.703, 17.068], [25.273, 16.955, 17.005], [25.764, 16.366, 18.164], [25.129, 16.565, 19.390], [25.958, 16.751, 15.685], [22.028, 19.130, 25.082], [21.200, 17.704, 25.002], [20.493, 19.125, 24.287], [20.349, 18.154, 22.138], [21.317, 17.839, 20.019], [25.280, 18.118, 21.998], [24.074, 18.548, 23.988], [22.590, 18.547, 18.200], [23.807, 18.090, 16.112], [26.446, 15.540, 18.042], [25.539, 16.167, 20.312], [25.651, 15.850, 15.211], [27.072, 16.751, 15.818], [25.803, 17.628, 15.082], [20.638, 22.595, 25.842], [20.152, 23.240, 24.617], [20.979, 24.242, 24.167], [20.623, 24.993, 23.076], [19.434, 24.620, 22.412], [18.737, 23.454, 22.801], [19.052, 22.754, 23.974], [19.016, 25.323, 21.159], [19.277, 26.702, 20.990], [18.933, 27.359, 19.844], [18.349, 26.656, 18.804], [18.230, 25.314, 18.931], [18.543, 24.610, 20.083], [17.897, 27.364, 17.625], [21.726, 22.708, 25.869], [20.261, 21.556, 25.857], [20.261, 23.059, 26.761], [21.800, 24.508, 24.801], [21.283, 25.816, 22.869], [17.939, 23.087, 22.222], [18.456, 21.885, 24.386], [19.822, 27.226, 21.816], [19.234, 28.410, 19.715], [18.049, 24.732, 18.069], [18.616, 23.512, 20.060], [18.461, 28.299, 17.503], [16.823, 27.484, 17.599], [18.144, 26.753, 16.771], [14.023, 20.808, 25.157], [13.716, 22.074, 25.879], [14.540, 22.520, 26.846], [14.201, 23.690, 27.508], [13.031, 24.380, 27.246], [12.166, 23.870, 26.274], [12.609, 22.768, 25.598], [12.572, 25.528, 28.015], [12.532, 25.571, 29.417], [12.029, 26.747, 30.050], [11.536, 27.790, 29.348], [11.462, 27.670, 28.010], [12.005, 26.595, 27.324], [11.088, 28.992, 30.051], [15.058, 20.534, 25.025], [13.511, 20.735, 24.240], [13.595, 20.045, 25.878], [15.382, 21.943, 27.140], [14.944, 24.072, 28.260], [11.210, 24.248, 25.918], [11.950, 22.343, 24.826], [12.930, 24.821, 30.085], [12.028, 26.899, 31.137], [11.052, 28.516, 27.477], [12.071, 26.567, 26.235], [10.905, 29.820, 29.349], [11.800, 29.296, 30.801], [10.188, 28.765, 30.665], [12.627, 14.924, 18.609], [12.557, 14.125, 17.332], [13.309, 13.025, 17.143], [13.319, 12.360, 15.967], [12.427, 12.775, 14.959], [11.675, 13.953, 15.124], [11.852, 14.628, 16.332], [12.260, 11.979, 13.723], [12.638, 10.612, 13.588], [12.430, 9.871, 12.414], [11.937, 10.499, 11.356], [11.602, 11.816, 11.362], [11.806, 12.557, 12.524], [11.897, 9.743, 10.058], [11.796, 14.679, 19.336], [12.566, 15.971, 18.374], [13.636, 14.676, 19.076], [13.945, 12.653, 17.996], [14.083, 11.682, 15.854], [10.987, 14.395, 14.423], [11.359, 15.580, 16.504], [13.119, 10.168, 14.481], [12.691, 8.819, 12.323], [11.267, 12.292, 10.438], [11.556, 13.598, 12.516], [11.859, 10.442, 9.217], [10.930, 9.173, 9.977], [12.659, 8.982, 10.082], [13.798, 21.820, 29.901], [12.633, 21.614, 29.480], [14.204, 22.922, 30.242], [14.558, 20.852, 29.863], [19.056, 19.963, 20.695], [20.157, 20.190, 20.161], [18.277, 20.868, 20.955], [18.719, 18.809, 20.945], [19.197, 12.548, 29.824], [18.853, 11.586, 30.830], [18.540, 12.309, 28.723], [19.048, 13.944, 30.438], [19.126, 14.986, 29.577], [17.934, 14.114, 31.152], [20.080, 14.080, 31.284], [19.870, 10.925, 31.608], [18.964, 9.947, 32.359], [18.082, 9.664, 31.724], [19.456, 8.944, 32.450], [18.623, 10.422, 33.243], [20.431, 11.569, 32.294], [20.498, 10.465, 30.858], [20.376, 12.448, 29.676], [14.509, 13.272, 21.635], [13.451, 13.871, 22.454], [14.862, 14.024, 20.636], [15.590, 13.093, 22.778], [16.834, 12.690, 22.420], [15.644, 14.180, 23.602], [15.132, 12.070, 23.636], [12.328, 13.206, 22.878], [12.156, 13.337, 24.418], [12.763, 12.661, 25.029], [12.278, 14.383, 24.648], [11.156, 13.017, 24.736], [12.466, 12.156, 22.696], [11.491, 13.559, 22.290], [14.155, 12.280, 21.341]],
  "forces_ev_per_a": [[1.7, -0.4, -1.1], [-1.5, 0.7, 1.2], [0.3, -0.9, -1.5], [-0.1, 0.5, 1.2], [-0.2, 0.1, 0.1], [0.3, 0.9, 0.2], [-0.6, 1.0, 1.1], [-0.2, 0.1, 0.5], [2.7, 2.2, -0.8], [-1.1, -1.6, -0.1], [-0.4, 1.6, 0.7], [-1.4, 0.6, -0.5], [1.0, -0.2, 0.7], [-1.5, 0.9, 2.0], [0.2, -0.7, -0.2], [-0.9, -0.4, -0.8], [0.4, 0.1, 0.3], [0.2, -0.7, -0.7], [0.1, -0.5, 0.4], [0.1, -0.3, -0.4], [-0.3, -0.7, -0.1], [0.4, -0.2, -0.3], [0.2, 0.4, 0.6], [-0.3, -0.1, 0.5], [0.0, -0.5, -0.1], [0.9, -0.6, -0.2], [-0.2, -0.2, -1.2], [0.5, 0.3, 0.1], [0.5, -0.3, 0.1], [-0.5, -0.7, -0.1], [-0.3, 0.9, -1.5], [0.4, -1.4, -0.4], [-0.3, 0.1, -0.9], [-1.0, 1.3, 3.8], [1.1, 0.8, -0.7], [-0.5, 0.5, 1.2], [-0.7, -0.2, 0.2], [0.8, 0.4, -0.4], [-0.7, -3.4, -2.5], [-0.1, -0.6, -1.2], [0.0, 1.3, 0.4], [0.6, -0.6, -0.2], [-0.7, -0.1, -0.1], [0.3, 1.0, -1.6], [0.1, -1.6, 0.8], [0.4, 0.4, 0.5], [-0.1, 0.5, 0.0], [0.3, -0.7, 0.0], [0.5, -0.1, -0.2], [-0.1, 0.6, -0.5], [0.2, 0.7, -0.3], [-0.1, -0.3, 0.4], [0.5, 0.2, -0.1], [-0.1, -0.4, -0.2], [0.3, 0.6, 0.4], [-0.4, -0.4, 0.6], [0.2, 1.1, 0.8], [-0.7, 0.4, 0.0], [0.2, -0.8, -0.3], [-0.5, -0.7, 0.3], [0.0, 0.1, 2.0], [1.5, -0.4, -1.2], [0.0, 0.1, 0.2], [0.4, -0.4, -1.4], [-1.2, 0.1, 1.7], [1.1, 0.4, -0.5], [-0.4, 0.4, 0.6], [-0.2, 0.2, 0.2], [0.2, -0.4, -0.1], [0.6, 2.0, 0.4], [0.6, -2.1, -1.9], [-0.4, 1.1, 1.9], [-0.5, -1.3, -0.7], [-0.6, -0.3, 0.9], [0.2, -0.1, -0.4], [-0.3, 0.6, -0.3], [0.1, -0.2, -0.5], [-0.7, -0.8, -0.5], [-0.4, 0.7, 1.0], [-1.2, -0.8, -0.3], [0.0, 0.0, -0.1], [0.3, 0.0, -0.1], [0.1, -0.4, 0.2], [0.3, -0.4, -0.4], [1.1, 0.9, -0.3], [0.1, -0.4, -0.3], [0.2, 0.5, -0.7], [-0.8, 0.8, 0.7], [-0.9, -0.8, -0.2], [-1.0, -0.3, -0.6], [1.5, 0.1, 1.7], [-0.5, 0.4, -0.5], [1.1, -0.6, 0.4], [-0.5, 1.2, 0.1], [-1.1, -0.1, -0.7], [-2.2, 1.6, 1.0], [1.2, 0.6, 0.5], [1.0, -1.9, -1.4], [0.5, 0.1, 1.1], [-2.3, 1.4, 0.4], [1.4, -1.1, -1.4], [1.5, -0.6, 0.6], [0.4, -0.1, 0.1], [0.3, 0.4, 0.3], [0.5, 0.4, -0.5], [0.1, 0.5, 0.4], [-0.3, 0.0, -0.2], [0.8, -1.0, 0.2], [-0.3, -0.2, -0.7], [-0.3, -0.2, 0.0], [-0.3, 0.5, 0.4], [-0.4, 0.5, -0.5], [0.9, -0.8, 0.7], [-0.3, -0.2, -0.9], [-0.2, 0.5, 0.0], [-0.8, 0.1, -0.1], [-0.6, -0.1, -1.2], [-0.6, -0.6, 0.8], [0.5, -0.3, 0.7], [0.3, 0.1, -0.9], [-0.6, 0.7, 3.1], [-1.1, -0.1, 0.3], [-0.3, 0.1, -0.2], [0.2, 0.0, -1.5], [0.7, -0.2, 0.2], [-0.2, 0.0, -0.7], [0.7, -0.8, 1.4], [-1.7, -0.3, -0.6], [0.4, 1.0, -0.9], [1.8, 0.8, 0.9], [1.4, 1.4, 1.1], [0.0, -0.9, -0.5], [0.0, -0.1, -0.3], [0.0, 0.4, -0.2], [0.3, -0.3, -0.2], [-0.2, -0.2, -0.8], [-0.2, 0.0, -0.4], [0.1, 0.0, 0.2], [0.2, 0.0, 0.3], [0.7, 0.4, -0.2], [0.0, -0.3, -0.3], [-0.4, -0.6, -0.3], [-1.1, -0.3, 0.3], [-0.5, 0.2, -0.3], [-0.1, -0.9, 0.8], [0.8, -0.3, 0.3], [-2.2, -0.3, -0.1], [-0.7, -0.8, 0.6], [0.4, -0.7, -0.5], [0.8, 0.6, 1.0], [0.7, 1.2, -0.5], [0.6, 0.7, 0.5], [0.5, -0.3, 1.5], [0.0, -0.2, -0.8], [0.7, -0.1, 2.4], [0.6, 0.3, 0.4], [0.3, -0.1, -0.4], [0.6, 0.2, -1.3], [-0.3, -0.4, -0.1], [0.4, 0.3, 0.1], [-0.2, 0.2, -0.4], [0.4, -0.2, 0.1], [-0.1, 0.3, -0.6], [-0.9, -0.3, -0.6], [1.0, 0.8, -0.3], [-0.8, -0.2, -1.0], [-0.7, -0.5, -0.3], [-0.7, -0.1, -1.1], [-0.5, 0.5, 0.0], [-0.5, -0.2, 0.3], [-0.2, 0.3, 0.4], [0.1, -0.2, -0.4], [-1.0, -1.3, 2.3], [1.1, 0.2, -0.3], [-1.2, 0.9, 0.1], [1.7, 0.4, 0.9], [-0.6, -0.6, 0.0], [0.9, -0.3, -0.5], [-1.4, -1.1, -1.1], [-0.6, 0.8, 1.3], [-0.3, 2.0, 0.7], [0.5, -0.9, -0.3], [0.4, -1.4, -0.3], [0.5, 0.5, -0.7], [0.0, 0.2, 0.2], [-1.3, 0.6, 0.7], [0.5, 0.6, 0.4], [-0.8, 0.3, -1.0], [0.5, 0.5, -1.1], [0.7, -0.7, -0.2], [-1.1, -0.5, -0.8], [0.2, 0.3, 0.6], [0.6, 0.1, 0.3], [0.0, -0.4, -0.3], [0.1, -0.3, -0.5], [-0.1, 0.0, 0.0], [-0.4, 0.4, 0.3], [0.0, -0.5, 0.3], [0.7, 0.1, -0.1], [0.3, 0.1, -0.8], [0.9, -1.3, 1.2], [0.2, 0.7, 0.8], [0.9, -0.2, 2.3], [-1.8, 1.9, -0.7], [-0.3, 0.0, -0.5], [1.1, -0.4, 1.4], [-1.1, 0.1, -1.1], [0.6, -1.4, -2.2], [0.0, 0.3, 1.3], [0.5, 1.0, 1.7], [-0.3, 0.4, -1.8], [0.8, 0.0, 1.0], [-0.6, -0.4, 0.2], [-2.2, -0.5, 0.1], [0.9, -0.1, -1.1], [0.0, 0.3, -0.3], [-1.2, 0.3, 0.0], [-0.8, 0.9, -0.8], [1.2, -2.0, -0.5], [0.0, -0.2, -0.3], [0.0, -0.2, 0.1], [-0.5, -0.2, -0.9], [-0.1, 0.3, 0.0], [0.1, -0.4, 0.3], [-0.1, 0.4, -0.3], [0.7, -0.2, 0.3], [0.7, 0.6, 0.4], [0.6, 0.2, -0.4], [-0.3, -1.1, -1.0], [-0.9, 0.9, 0.1], [-0.2, 0.9, 0.4], [1.2, -0.9, 0.3], [-0.1, 0.0, -0.4], [0.8, 0.2, -0.1], [-0.6, 1.7, 0.3], [0.1, -1.8, 0.4], [1.9, -1.2, -1.3], [0.2, 1.4, 0.5], [-0.5, 0.6, -0.4], [0.2, -0.4, 0.6], [0.0, -0.2, -0.2], [-0.5, 0.1, -0.1], [0.5, 0.6, 0.6], [-1.9, -0.1, -0.6], [0.8, -2.2, -1.7], [1.0, 0.5, 0.5], [-0.2, 1.0, 0.9], [-0.2, -0.1, 1.1], [-0.1, 0.0, -0.3], [0.7, -0.4, 0.1], [-1.4, 0.2, 0.4], [0.3, 0.8, -0.3], [0.6, 1.5, -0.1], [0.2, -0.1, 0.1], [-1.3, -1.5, 0.9], [-0.5, 0.9, 0.2], [1.1, -0.3, -0.6], [0.6, 0.7, -0.6], [0.4, -1.1, 1.0], [-1.0, -0.5, -0.5], [0.7, 0.4, -0.5], [0.2, 0.4, 0.5], [-0.2, 0.3, -0.3], [-0.3, -0.9, -0.4], [-0.7, 0.1, 0.3], [-0.1, -0.7, 0.3]]
}